# 1
Entry from OMol25: 5 unconnected molecules or ions with the total composition C32H61FN2O14P at a distorted geometry (ωB97M-V with the def2-TZVPD basis set).

Structure (XYZ):
```
111
Properties=species:S:1:pos:R:3:mulliken_charge:R:1
C -5.602 0.330 -1.894 -0.600
C -5.831 0.772 -0.664 -0.165
C -5.909 -0.101 0.557 0.546
O -6.983 -0.537 0.866 -0.537
O -4.823 -0.322 1.313 -0.352
C -3.615 -0.649 0.583 -0.379
C -2.607 -1.266 1.530 -0.758
C -1.492 -1.955 0.732 -1.010
C -0.533 -0.947 0.066 -0.293
C -0.088 -1.323 -1.367 -0.773
C 1.388 -1.745 -1.474 -1.538
P 2.686 -0.401 -1.946 1.888
C 3.578 -0.553 -0.253 -1.116
N 4.591 0.510 -0.062 -0.470
C 1.916 -0.240 -3.709 -1.341
C 2.490 0.840 -4.592 -0.256
O 3.845 0.471 -5.004 -0.317
C 4.691 1.517 -5.144 0.476
C 5.442 1.959 -3.918 -0.433
O 4.838 2.061 -6.203 -0.612
C 1.576 1.110 -1.190 -0.414
O 1.615 1.477 -0.055 -0.483
N 0.601 1.884 -2.105 0.027
C 0.957 3.190 -2.443 0.507
O 0.665 3.771 -3.440 -0.541
F 1.741 3.817 -1.531 -0.247
H -4.951 -0.516 -2.078 0.226
H -6.060 0.791 -2.760 0.288
H -5.987 1.832 -0.485 0.346
H -3.838 -1.338 -0.234 0.290
H -3.208 0.275 0.169 0.350
H -2.148 -0.471 2.124 0.298
H -3.103 -1.966 2.204 0.355
H -0.925 -2.601 1.404 0.336
H -1.959 -2.600 -0.019 0.501
H 0.353 -0.856 0.697 0.339
H -1.001 0.043 0.055 0.236
H -0.694 -2.193 -1.651 0.674
H -0.362 -0.544 -2.080 0.211
H 1.474 -2.512 -2.250 0.558
H 1.654 -2.250 -0.538 0.532
H 3.659 0.626 -2.310 -0.938
H 3.569 -1.452 -2.478 -0.211
H 2.907 -0.597 0.606 0.430
H 4.083 -1.529 -0.314 0.400
H 4.981 0.406 0.871 0.253
H 5.374 0.278 -0.669 0.164
H 0.829 -0.160 -3.712 0.555
H 2.163 -1.184 -4.208 0.540
H 2.544 1.812 -4.093 0.179
H 1.921 0.921 -5.520 0.330
H 5.319 1.294 -3.070 0.101
H 5.075 2.952 -3.652 0.315
H 6.502 2.046 -4.150 0.138
H -0.276 1.925 -1.592 0.341
O 8.370 0.776 -2.664 -0.545
C 9.013 1.693 -2.238 0.750
O 9.644 1.542 -1.052 -0.343
C 10.535 2.523 -0.511 -0.343
C 9.788 3.620 0.216 -0.850
C 9.071 3.024 -2.952 -1.022
H 11.198 2.914 -1.284 0.351
H 11.160 1.975 0.193 0.192
H 9.131 4.176 -0.453 0.334
H 10.490 4.320 0.673 0.256
H 9.161 3.189 0.998 0.261
H 8.164 3.579 -2.711 0.230
H 9.082 2.828 -4.022 0.371
H 9.937 3.632 -2.708 0.374
O -9.302 -5.509 -2.426 -0.593
C -9.682 -4.523 -1.853 0.719
O -8.777 -3.715 -1.278 -0.350
C -9.124 -2.442 -0.704 -0.184
C -9.669 -2.579 0.699 -0.526
C -11.157 -4.214 -1.714 -0.816
H -9.809 -1.905 -1.364 0.317
H -8.197 -1.876 -0.687 -0.035
H -10.589 -3.162 0.727 0.089
H -9.871 -1.596 1.124 0.283
H -8.947 -3.091 1.334 0.306
H -11.552 -4.809 -0.891 0.176
H -11.649 -4.518 -2.635 0.314
H -11.384 -3.167 -1.534 0.315
O -11.848 -4.536 2.677 -0.533
C -12.694 -3.750 3.002 0.807
O -12.358 -2.448 3.121 -0.324
C -13.317 -1.413 3.351 -0.442
C -13.677 -1.275 4.816 -1.011
C -14.101 -4.193 3.340 -1.107
H -14.197 -1.559 2.722 0.360
H -12.825 -0.506 3.003 0.360
H -14.151 -2.178 5.202 0.274
H -14.362 -0.440 4.960 0.359
H -12.778 -1.097 5.405 0.318
H -14.103 -4.573 4.361 0.276
H -14.365 -5.004 2.667 0.313
H -14.855 -3.416 3.249 0.356
O 13.084 4.596 2.377 -0.567
C 12.882 3.796 3.248 0.783
O 12.444 2.568 2.905 -0.347
C 12.315 1.483 3.829 -0.431
C 11.011 1.537 4.598 -0.944
C 13.039 4.149 4.709 -0.994
H 13.183 1.438 4.489 0.360
H 12.340 0.591 3.206 0.341
H 10.942 2.434 5.215 0.273
H 10.918 0.667 5.247 0.367
H 10.169 1.548 3.906 0.275
H 12.143 4.679 5.031 0.256
H 13.892 4.817 4.800 0.312
H 13.202 3.297 5.364 0.337
```

Computed properties:
- net charge = -1
- energy above the lowest of the compared OMol25 structures with the same formula, charge and spin (kcal per mole) = 0.0
- LUMO energy (eV) = 1.542
- total energy (eV) = -77821.628
- highest occupied orbital energy (eV) = -4.166

=====

# 2
Entry from OMol25: 9 unconnected molecules or ions with the total composition C41H51N10O2 (ωB97M-V with the def2-TZVPD basis set).

Structure (XYZ):
```
104
Properties=species:S:1:pos:R:3:mulliken_charge:R:1
C -0.608 -2.846 -1.244 -1.078
C -0.554 -2.538 -2.725 0.503
N -0.588 -3.484 -3.565 -0.666
C -0.478 -1.059 -3.130 -0.907
C -1.563 -0.274 -2.427 -0.391
C -2.864 -0.733 -2.385 0.165
C -3.829 0.003 -1.701 1.085
C -5.238 -0.522 -1.618 -0.193
O -5.676 -0.921 -0.588 -0.443
O -5.975 -0.420 -2.758 -0.427
C -3.473 1.198 -1.072 -0.052
C -2.177 1.616 -1.161 -0.822
N -1.257 0.889 -1.824 0.139
H -1.615 -3.210 -1.030 0.291
H 0.132 -3.583 -0.954 0.370
H -0.496 -1.931 -0.658 0.286
H -0.553 -3.119 -4.518 0.264
H 0.506 -0.681 -2.837 0.348
H -0.590 -0.947 -4.208 0.451
H -3.121 -1.668 -2.865 0.585
H -5.747 -1.130 -3.375 0.372
H -4.209 1.776 -0.525 0.236
H -1.842 2.533 -0.697 0.456
H -0.294 1.198 -1.874 0.300
N 3.192 -4.199 -0.312 0.064
C 4.057 -5.130 0.194 -0.269
C 4.573 -4.630 1.360 -0.462
C 3.998 -3.345 1.560 -0.038
C 3.152 -3.108 0.514 -0.862
H 2.673 -4.303 -1.163 0.194
H 4.228 -6.060 -0.317 0.121
H 5.285 -5.128 1.997 0.383
H 4.183 -2.668 2.378 0.470
H 2.523 -2.262 0.291 0.389
N -6.806 2.075 2.274 0.035
C -6.543 1.524 1.049 -0.728
C -6.860 2.455 0.096 0.080
C -7.316 3.615 0.775 -0.916
C -7.280 3.349 2.117 -0.674
H -6.669 1.615 3.155 0.195
H -6.140 0.533 0.948 0.599
H -6.766 2.324 -0.971 0.458
H -7.643 4.540 0.326 0.642
H -7.536 3.957 2.967 0.412
N 6.530 -7.765 -1.182 0.024
C 7.795 -7.553 -1.656 -0.500
C 7.709 -7.351 -3.007 -0.395
C 6.337 -7.446 -3.363 -0.450
C 5.635 -7.700 -2.216 -0.498
H 6.297 -7.946 -0.223 0.204
H 8.645 -7.565 -0.995 0.374
H 8.538 -7.161 -3.668 0.395
H 5.916 -7.344 -4.349 0.421
H 4.580 -7.845 -2.049 0.428
N -5.306 5.323 -1.473 0.159
C -5.738 4.830 -2.672 -0.463
C -4.865 5.256 -3.639 -0.646
C -3.872 6.045 -2.997 -0.584
C -4.176 6.070 -1.661 -0.639
H -5.751 5.159 -0.587 0.151
H -6.623 4.219 -2.736 0.398
H -4.935 5.037 -4.692 0.742
H -3.037 6.540 -3.463 0.460
H -3.684 6.550 -0.832 0.416
N 4.717 -1.691 5.168 0.010
C 4.101 -1.078 6.227 -0.838
C 4.699 0.139 6.416 -0.544
C 5.713 0.270 5.429 -0.382
C 5.695 -0.871 4.673 -0.582
H 4.486 -2.599 4.810 0.255
H 3.299 -1.563 6.758 0.693
H 4.436 0.858 7.174 0.479
H 6.373 1.109 5.289 0.491
H 6.291 -1.169 3.826 0.416
N 5.217 5.252 3.403 0.028
C 4.591 4.038 3.313 -0.766
C 4.487 3.525 4.579 -0.142
C 5.073 4.468 5.466 -0.469
C 5.514 5.521 4.711 -0.481
H 5.433 5.851 2.629 0.185
H 4.279 3.644 2.361 0.367
H 4.045 2.578 4.842 0.524
H 5.163 4.381 6.536 0.372
H 6.012 6.433 4.990 0.379
N 0.757 -1.499 5.331 0.115
C -0.079 -0.431 5.502 -0.391
C -1.367 -0.886 5.406 -0.614
C -1.305 -2.286 5.167 -0.563
C 0.019 -2.633 5.126 -0.386
H 1.760 -1.453 5.352 0.277
H 0.314 0.556 5.683 0.410
H -2.256 -0.285 5.506 0.405
H -2.136 -2.961 5.048 0.404
H 0.497 -3.586 4.975 0.371
N -3.732 3.024 -6.376 0.135
C -4.146 2.505 -7.574 -0.578
C -3.250 2.896 -8.532 -0.400
C -2.256 3.683 -7.888 -0.459
C -2.582 3.745 -6.560 -0.492
H -4.202 2.907 -5.498 0.204
H -5.039 1.908 -7.642 0.403
H -3.302 2.651 -9.579 0.393
H -1.405 4.154 -8.350 0.416
H -2.100 4.240 -5.734 0.395
```

Computed properties:
- net charge = +1
- LUMO energy (eV) = -4.697
- total energy (eV) = -62331.382
- highest occupied orbital energy (eV) = -9.689

=====

# 3
Entry from OMol25: a molecular structure, C23H41BCeN6O7P2S3 at a distorted geometry (ωB97M-V with the def2-TZVPD basis set).

Structure (XYZ):
```
84
Properties=species:S:1:pos:R:3:mulliken_charge:R:1
Ce 0.786 -0.704 -0.683 0.623
C -2.625 -3.338 -1.323 -1.547
C -3.624 -3.115 -0.191 1.250
C -5.037 -3.270 -0.742 -2.195
C -3.423 -4.097 0.955 -1.582
N -3.473 -1.686 0.335 0.408
C -4.473 -0.736 0.262 -0.083
C -3.973 0.409 0.770 -1.407
N -2.673 0.173 1.151 0.151
B -1.851 1.394 1.687 0.842
N -0.556 0.931 2.447 0.211
C -0.739 0.397 3.697 -1.432
C 0.479 0.144 4.216 -0.231
N 1.417 0.532 3.284 0.636
C 0.763 0.997 2.193 0.259
S 1.447 1.598 0.693 -0.307
C 2.897 0.414 3.662 1.138
C 3.204 -1.070 3.805 -1.303
C 3.068 1.139 4.997 -1.638
C 3.826 1.043 2.638 -1.971
N -1.587 2.440 0.560 0.114
C -1.497 3.773 0.910 -1.294
C -1.261 4.476 -0.210 -0.371
N -1.217 3.579 -1.265 0.565
C -1.396 2.339 -0.769 0.289
S -1.358 0.835 -1.665 -0.446
C -0.965 4.118 -2.680 1.176
C 0.503 4.523 -2.728 -1.392
C -1.277 3.112 -3.779 -1.983
C -1.877 5.330 -2.867 -1.681
C -2.380 -1.107 0.872 0.367
S -0.870 -1.933 1.174 -0.263
H -2.884 -4.267 -1.835 0.539
H -1.606 -3.435 -0.953 0.245
H -2.686 -2.526 -2.053 0.352
H -5.140 -4.299 -1.082 0.446
H -5.227 -2.620 -1.598 0.479
H -5.800 -3.102 0.020 0.531
H -3.583 -5.106 0.573 0.470
H -4.152 -3.917 1.748 0.408
H -2.422 -4.055 1.379 0.326
H -5.452 -0.948 -0.121 0.588
H -4.439 1.371 0.904 0.633
H -2.534 1.946 2.509 -0.136
H -1.719 0.249 4.117 0.662
H 0.751 -0.265 5.172 0.589
H 2.617 -1.539 4.594 0.374
H 4.256 -1.182 4.068 0.463
H 3.017 -1.605 2.871 0.109
H 2.546 0.646 5.817 0.416
H 2.720 2.172 4.934 0.389
H 4.128 1.152 5.248 0.465
H 3.812 0.526 1.681 0.262
H 4.830 0.967 3.056 0.600
H 3.621 2.098 2.461 0.417
H -1.622 4.101 1.928 0.660
H -1.136 5.534 -0.353 0.592
H 1.151 3.662 -2.551 0.228
H 0.736 5.292 -1.990 0.371
H 0.735 4.925 -3.716 0.461
H -0.586 2.276 -3.801 0.363
H -1.179 3.654 -4.720 0.555
H -2.297 2.731 -3.720 0.430
H -1.591 6.181 -2.249 0.439
H -2.919 5.081 -2.662 0.394
H -1.805 5.650 -3.906 0.472
C 4.219 -2.552 -3.413 -1.791
C 3.447 -2.760 -2.111 1.065
O 3.964 -3.780 -1.271 -0.553
P 3.492 -1.274 -1.047 0.737
O 2.621 -1.625 0.212 -0.446
O 4.926 -0.856 -0.674 -0.506
O 2.718 -0.186 -1.765 -0.449
P 1.674 -3.218 -2.466 0.911
O 0.941 -1.877 -3.027 -0.388
O 1.471 -4.405 -3.268 -0.716
O 1.019 -3.135 -0.969 -0.470
H 5.279 -2.453 -3.181 0.400
H 3.892 -1.661 -3.950 0.411
H 4.075 -3.415 -4.064 0.515
H 4.052 -4.612 -1.760 0.388
H 1.700 -2.725 -0.336 0.674
H 5.452 -1.464 -0.134 0.403
H 0.664 -1.987 -3.951 0.317
```

Computed properties:
- net charge = +2
- energy above the lowest of the compared OMol25 structures with the same formula, charge and spin (kcal per mole) = 9.9
- LUMO energy (spin up / spin down) (eV) = -7.487 / -7.478
- total energy (eV) = -112476.217
- highest occupied orbital energy (spin up / spin down) (eV) = -13.693 / -13.693